DFT (ωB97M-V with the def2-TZVPD basis set) results for a molecular structure, C3H10N4 at a distorted geometry.

Element x y z (Å)
C: -1.006 -0.659 0.539
C: 1.223 2.082 0.318
C: 0.831 0.866 -0.456
N: -1.514 -0.314 1.725
N: 1.077 0.541 -1.638
H: -1.008 -0.537 2.569
H: -2.356 0.235 1.855
H: 1.614 1.225 -2.180
H: 0.262 -0.093 0.185
H: -1.647 -0.331 -0.287
H: 1.713 2.829 -0.313
H: 0.342 2.527 0.784
H: 1.904 1.799 1.124
N: -0.677 -3.172 -0.702
N: -0.080 -2.844 -1.712
H: 0.245 -1.851 -1.742
H: -0.924 -2.303 -0.068

Properties
- HOMO (eV) = -7.47
- energy relative to the best compared isomer or geometry (same formula, charge and spin) (kJ/mol) = 531.2
- LUMO level (eV) = 0.4140
- calculated total energy (hartree) = -339.12562
- gap between HOMO and LUMO (hartree) = 0.2898
- net charge = 0

What are the natural (NBO) partial charges on each atom? They are as follows, in elementary charge units: number 1, C, carries -0.199; number 2, C, carries -0.702; number 3, C, carries 0.177; number 4, N, carries -0.724; number 5, N, carries -0.656; number 6, H, carries 0.388; number 7, H, carries 0.373; number 8, H, carries 0.337; number 9, H, carries 0.184; number 10, H, carries 0.164; number 11, H, carries 0.215; number 12, H, carries 0.226; number 13, H, carries 0.233; number 14, N, carries -0.284; number 15, N, carries -0.312; number 16, H, carries 0.300; number 17, H, carries 0.281